1.
Computed, not measured: a molecular structure, C4H9NO2, with wB97M-V/def2-TZVPD.

```
16
C4H9NO2 | the OMol25 dataset | wB97M-V/def2-TZVPD
H -1.34 0.62 0.98
C 0.72 0.01 0.77
H -1.16 -0.55 -2.53
N -0.74 0.90 -0.99
C -0.71 0.13 0.24
H -1.11 -0.88 0.05
H 1.55 -0.02 -0.97
H 0.43 -1.87 1.79
C -0.95 0.48 -2.20
O 1.56 -0.60 -0.20
H 1.81 -0.93 2.37
O -0.89 1.47 -3.00
H -0.68 1.97 -1.80
C 0.78 -0.86 2.02
H 1.08 1.02 1.01
H 0.16 -0.45 2.82
```

Highest occupied orbital energy   -9.672 eV
Spin multiplicity   1
LUMO energy   0.9 eV



2.
Computed, not measured: a single C4H9NO2 molecule, with wB97M-V/def2-TZVPD.

```
16
C4H9NO2 | the OMol25 dataset | wB97M-V/def2-TZVPD
N 1.17 0.14 1.75
C -1.08 0.77 -1.02
H 0.74 1.47 -0.86
H -2.05 1.27 -1.05
H 0.26 0.55 1.92
O -0.14 1.73 -0.57
C 1.36 -0.49 0.55
H -1.94 -1.12 -0.47
H -1.48 -0.12 0.89
C 0.16 -1.24 -0.01
C -1.15 -0.45 -0.10
H 0.00 -2.12 0.61
H -0.84 0.45 -2.05
O 2.45 -0.53 0.01
H 0.46 -1.59 -1.00
H 1.95 0.72 2.04
```

Highest occupied orbital energy   -9.850 eV
Spin multiplicity   1
SMILES string   NC(=O)CCCO
LUMO energy   0.9 eV



3.
Computed, not measured: a single C4H9NO2 molecule at a distorted geometry, with wB97M-V/def2-TZVPD.

```
16
C4H9NO2 | the OMol25 dataset | wB97M-V/def2-TZVPD
H -1.79 1.01 -0.40
H 1.36 2.29 0.05
H 2.33 -1.05 0.10
H 0.99 -1.97 -0.15
H -2.74 -1.06 0.33
H 0.72 0.36 1.22
H 0.09 -0.39 -1.67
C 0.83 -0.10 -0.92
H 1.51 0.60 -1.44
O -0.96 -1.88 0.72
N 1.60 -1.27 -0.57
C -1.65 -0.93 0.44
H -1.65 0.99 1.36
C 0.22 0.74 0.32
O 0.42 2.12 0.18
C -1.28 0.53 0.43
```

Highest occupied orbital energy   -8.955 eV
Spin multiplicity   1
SMILES string   NC[C@@H](O)CC=O
LUMO energy   0.8 eV



4.
Computed, not measured: a single C4H9NO2 molecule at a distorted geometry, with wB97M-V/def2-TZVPD.

```
16
C4H9NO2 | the OMol25 dataset | wB97M-V/def2-TZVPD
H -2.15 -1.58 1.29
C 0.82 -0.76 0.47
O -0.37 -0.78 1.26
H -0.25 -0.32 -2.94
H -2.15 -0.16 0.20
H 1.86 2.14 0.03
C 0.90 1.81 0.46
H 0.89 -1.67 -0.14
N -0.02 0.60 -1.38
O -0.02 -0.63 -2.06
H 1.01 1.69 1.55
C 0.61 0.53 -0.29
C -1.56 -1.04 0.55
H -1.42 -1.66 -0.35
H 1.72 -0.74 1.12
H 0.13 2.57 0.23
```

Highest occupied orbital energy   -9.554 eV
Spin multiplicity   1
SMILES string   COC/C(C)=N\O
LUMO energy   0.9 eV



5.
Computed, not measured: a single C4H9NO2 molecule at a distorted geometry, with wB97M-V/def2-TZVPD.

```
16
C4H9NO2 | the OMol25 dataset | wB97M-V/def2-TZVPD
O 1.51 0.43 -0.46
H -0.23 0.65 -2.09
H 0.03 0.98 2.03
N -0.03 -2.03 -0.68
H -1.59 0.66 -0.95
H -1.03 1.79 0.87
C -0.62 0.14 -1.26
H 0.59 2.22 0.81
H 0.94 -1.84 -0.94
C -0.10 1.37 0.99
H -1.26 -1.20 0.93
C 0.20 0.34 -0.04
C -0.19 -1.33 0.63
H 2.24 0.55 0.24
O -0.85 -1.22 -1.55
H 0.38 -1.50 1.47
```

Highest occupied orbital energy   -8.834 eV
Spin multiplicity   1
SMILES string   C[C@@]1(O)CNOC1
LUMO energy   0.6 eV



6.
Computed, not measured: a single C4H9NO2 molecule, with wB97M-V/def2-TZVPD.

```
16
C4H9NO2 | the OMol25 dataset | wB97M-V/def2-TZVPD
H -1.93 -0.92 0.55
C -0.86 -1.00 0.34
C -1.17 1.35 -0.49
O 1.89 -1.64 -0.20
H -0.32 0.76 1.41
H -2.20 1.37 -0.11
C 2.01 -0.43 -0.36
H -0.75 -1.42 -0.67
H 1.41 1.46 -0.29
H 2.96 -0.01 -0.73
O -0.31 -1.83 1.32
H -0.81 2.39 -0.45
N 1.08 0.52 -0.13
H -1.19 1.02 -1.53
C -0.30 0.42 0.36
H 0.57 -2.07 0.99
```

Highest occupied orbital energy   -9.952 eV
Spin multiplicity   1
SMILES string   C[C@@H](CO)NC=O
LUMO energy   0.7 eV



7.
Computed, not measured: 2 unconnected molecules or ions with the total composition C4H9NO2 at a distorted geometry, with wB97M-V/def2-TZVPD.

```
16
C4H9NO2 | the OMol25 dataset | wB97M-V/def2-TZVPD
H -1.88 1.63 -0.72
O 3.29 -0.78 0.08
H 2.07 -1.42 -1.14
H 2.62 0.05 -1.76
C 2.22 -0.36 -0.88
H -0.01 -0.57 0.48
C -2.36 -0.39 -0.79
H 0.56 1.05 0.77
C -0.06 0.23 1.20
H 3.68 0.04 -0.33
H -2.72 -1.23 -0.05
C -1.49 0.47 1.31
H 0.43 -0.18 2.16
O -2.26 -0.66 -2.02
H -1.90 1.29 1.82
N -2.17 0.84 -0.14
```

Highest occupied orbital energy   -7.256 eV
Spin multiplicity   1
LUMO energy   -3.4 eV



8.
Computed, not measured: a molecular structure, C4H9NO2 at a distorted geometry, with wB97M-V/def2-TZVPD.

```
16
C4H9NO2 | the OMol25 dataset | wB97M-V/def2-TZVPD
O 1.18 0.92 -0.20
N -0.24 -0.90 -0.47
H 2.06 -0.78 -0.75
H -2.30 -1.11 -0.42
H -2.77 0.85 1.08
O 1.13 -0.81 1.40
H 3.16 0.37 -0.04
C -1.80 0.76 0.58
H -1.48 -1.31 1.14
C -1.53 -0.70 0.23
H -1.03 1.16 1.25
H -1.81 1.39 -0.32
H -0.23 -0.37 -1.33
C 2.34 0.31 -0.74
H 2.57 0.59 -1.77
C 0.75 -0.37 0.35
```

Highest occupied orbital energy   -9.900 eV
Spin multiplicity   1
LUMO energy   0.9 eV



9.
Computed, not measured: 2 unconnected molecules or ions with the total composition C4H9NO2, with wB97M-V/def2-TZVPD.

```
16
C4H9NO2 | the OMol25 dataset | wB97M-V/def2-TZVPD
H -1.57 -1.51 -0.65
H -2.12 1.72 -0.43
H -2.29 -1.94 0.99
H -0.69 0.83 -1.04
H -0.51 1.97 0.29
H -1.96 0.43 1.77
H 1.16 -1.07 0.34
C -1.48 0.12 0.83
O -0.47 -0.87 1.05
C 2.60 -0.26 -0.58
C -1.19 1.23 -0.15
C -1.67 -1.26 0.41
H 3.62 -0.49 -0.92
O 2.06 -1.32 0.01
N 2.01 0.85 -0.71
H 2.61 1.52 -1.19
```

Highest occupied orbital energy   -10.020 eV
Spin multiplicity   1
SMILES string   C[C@H]1CO1.[H]/N=C/O
LUMO energy   1.1 eV



10.
Computed, not measured: 2 unconnected molecules or ions with the total composition C4H9NO2, with wB97M-V/def2-TZVPD.

```
16
C4H9NO2 | the OMol25 dataset | wB97M-V/def2-TZVPD
H -0.07 1.28 -1.96
O 0.88 1.19 -1.77
C 0.23 -0.89 1.50
H -1.68 -0.42 -1.42
H 0.60 -1.73 2.08
C -0.30 -1.11 0.14
H 2.13 1.70 -0.30
O 0.21 2.29 0.09
N 0.98 -0.45 0.35
H 1.76 -1.05 0.12
C 1.07 1.73 -0.55
H -2.41 -0.74 0.16
H -0.23 -2.12 -0.27
H -1.44 0.73 -0.07
H -0.19 -0.07 2.08
C -1.52 -0.33 -0.34
```

Highest occupied orbital energy   -9.507 eV
Spin multiplicity   1
SMILES string   C[C@@H]1CN1.O=CO
LUMO energy   0.9 eV



11.
Computed, not measured: a molecular structure, C4H9NO2 at a distorted geometry, with wB97M-V/def2-TZVPD.

```
16
C4H9NO2 | the OMol25 dataset | wB97M-V/def2-TZVPD
H 1.04 -0.93 2.17
H -0.09 2.05 -0.93
C 1.12 0.81 -0.04
H 1.23 -1.84 0.67
O -1.83 1.58 -1.51
H 1.85 0.94 0.77
C -0.03 -0.10 0.47
C 0.52 -1.27 1.27
O 0.72 2.11 -0.40
H -0.66 0.54 1.10
C -2.06 0.46 -1.71
N -0.86 -0.60 -0.65
H -1.88 -0.85 -0.65
H 1.65 0.29 -0.86
H -0.40 -1.26 -1.26
H -0.30 -1.93 1.56
```

Highest occupied orbital energy   -9.066 eV
Spin multiplicity   1
LUMO energy   0.9 eV



12.
Computed, not measured: a single C4H9NO2 molecule, with wB97M-V/def2-TZVPD.

```
16
C4H9NO2 | the OMol25 dataset | wB97M-V/def2-TZVPD
H -1.41 1.41 -1.25
O 2.41 -1.39 -0.21
H 0.82 -0.12 -1.40
H 0.06 0.60 1.31
H -2.10 1.47 0.39
H -1.95 -0.88 0.40
N 1.02 0.42 -0.55
O -0.28 -1.93 0.89
H 0.55 -2.19 0.47
C 2.10 -0.24 0.05
H -0.74 2.54 -0.04
H -0.88 -1.18 -0.97
C -1.17 1.54 -0.19
H 2.68 0.42 0.72
C -0.22 0.45 0.26
C -0.89 -0.93 0.11
```

Highest occupied orbital energy   -9.795 eV
Spin multiplicity   1
SMILES string   C[C@@H](CO)NC=O
LUMO energy   1.0 eV